Below is a gas-phase ion, C4H7N4 (charge +1) at a distorted geometry, with properties calculated with ωB97M-V with the def2-TZVPD basis set.

The value obtained for the orbital gap is 9.8043 eV. The molar mass comes out at 111.13 g/mol. As for the energy relative to the best compared isomer or geometry (same formula, charge and spin): 122.0 kcal/mol. As for the largest force on an atom: 6.39 eV Å⁻¹. The total energy comes out at -375.20802 a.u. The charge is +1. The calculation puts the HOMO energy at -14.17 eV.

Geometry (Å):
C1 2.744 -1.168 -0.016
C2 1.470 -0.755 0.106
C3 -0.588 -0.956 0.049
C4 0.257 1.336 0.265
N1 3.470 -0.030 -0.058
N2 2.669 1.025 -0.057
N3 1.452 0.569 0.065
N4 -0.803 0.398 -0.357
H1 2.974 -2.182 0.134
H2 -0.636 -1.643 -0.771
H3 -0.740 -1.114 1.132
H4 -0.160 1.531 1.294
H5 0.491 2.306 -0.122
H6 -1.035 0.615 -1.299
H7 -1.689 0.611 0.161